{"formula": "C3H11O2S", "method": "ωB97M-V/def2-TZVPD", "species": ["S", "O", "O", "C", "C", "C", "H", "H", "H", "H", "H", "H", "H", "H", "H", "H", "H"], "positions_angstrom": [[0.884752, 1.541561, -0.779770], [-2.125115, 1.846599, -1.684272], [-3.791370, 0.388250, 0.064808], [0.588599, -1.752432, 0.670189], [1.745849, -0.682360, 0.864912], [2.140631, 0.345598, -0.283763], [2.666785, -1.342240, 0.922008], [-3.903246, 0.421849, 1.004119], [2.957498, 1.000670, 0.008057], [1.662299, -0.020207, 1.675883], [-1.427410, 1.120488, -1.781978], [0.472634, -2.129551, -0.337351], [0.659914, -2.778029, 1.338403], [-3.199683, 1.100074, -0.283951], [-1.488655, 2.494708, -1.205801], [2.542979, -0.364860, -1.077209], [-0.386454, -1.190120, 0.885718]], "forces_ev_per_a": [[-0.408, -0.181, -0.317], [2.518, 0.500, 1.105], [-0.052, 0.025, -1.101], [-1.067, 0.424, 1.768], [1.698, -1.750, -2.115], [-0.461, -1.985, -0.616], [-0.562, 0.918, 0.560], [0.310, 0.420, 0.587], [0.411, -0.581, 0.541], [-0.543, 0.103, 1.771], [-0.969, 0.970, 0.179], [0.353, 0.184, -0.453], [0.019, 2.869, -1.221], [-0.256, -0.543, 0.364], [-1.546, -1.383, -1.076], [-0.536, 1.177, 0.165], [1.090, -1.168, -0.143]], "e_above_lowest_ev": 1.348, "charge": -1}